Density functional theory data (ωB97M-V/def2-TZVPD) for a molecular structure, C16H18N2O3S2.

Structure (XYZ):
```
41
Properties=species:S:1:pos:R:3:forces:R:3
O 4.654 -3.037 0.612 0.55 1.26 -0.88
S 3.344 -2.858 0.054 1.53 -1.27 2.23
O 2.571 -4.035 0.305 -1.35 0.56 -1.16
O 3.407 -2.507 -1.523 -0.48 0.18 0.85
C 2.606 -1.404 0.842 -0.95 -0.35 -0.36
C 1.051 -1.480 0.718 0.14 0.60 0.40
C 0.412 -0.194 0.142 -0.68 -0.42 0.01
C -1.130 -0.074 0.438 0.37 -0.07 -0.87
C -1.826 -1.434 0.382 0.65 1.77 0.85
C -2.343 -1.889 -0.775 -0.87 -1.39 -0.37
C -3.041 -3.176 -0.838 0.48 0.86 -0.31
C -3.159 -3.957 0.252 -0.36 -0.75 0.43
C -2.622 -3.503 1.496 1.08 1.49 0.79
N -2.616 -4.088 2.680 -0.52 -0.96 0.45
S -1.914 -3.140 3.779 -0.13 0.26 -1.22
N -1.534 -1.887 2.801 0.22 0.00 0.79
C -1.949 -2.200 1.600 -1.02 -1.08 -1.84
H 3.279 -1.546 -1.584 0.15 -0.13 -0.31
H 3.032 -0.458 0.476 0.00 -0.42 -0.17
H 2.904 -1.493 1.896 0.11 -0.18 -0.44
H 0.673 -1.671 1.732 0.04 0.07 -0.38
H 0.738 -2.335 0.101 0.21 0.21 0.26
H 0.911 0.723 0.494 -0.06 -0.33 -0.21
H 0.476 -0.273 -0.959 0.31 0.33 0.36
H -1.339 0.487 1.357 0.14 -0.47 -0.04
H -1.538 0.527 -0.394 0.04 -0.10 0.42
H -2.285 -1.324 -1.707 0.09 0.04 0.41
H -3.468 -3.488 -1.792 0.16 0.06 0.29
H -3.675 -4.919 0.225 0.17 0.29 -0.01
C 1.599 5.144 -1.541 0.00 0.00 0.01
C 1.090 3.914 -1.935 0.01 -0.03 0.01
C -0.142 3.488 -1.458 0.00 -0.01 0.01
C -0.869 4.295 -0.593 0.00 -0.02 0.01
C -0.361 5.527 -0.202 0.00 0.00 0.01
C 0.875 5.949 -0.673 -0.01 -0.01 -0.01
H 2.562 5.475 -1.911 -0.02 -0.01 0.00
H 1.654 3.287 -2.615 -0.01 0.01 0.01
H -0.537 2.525 -1.760 0.00 0.02 -0.01
H -1.833 3.964 -0.224 0.02 0.01 0.00
H -0.929 6.157 0.470 0.01 -0.01 -0.01
H 1.273 6.908 -0.364 -0.01 -0.01 -0.01
```
Forces are in eV/Å.

## Properties
Net charge: 0
Calculated total energy in Ha: -1752.06368
Multiplicity: 1



Density functional theory data (ωB97M-V/def2-TZVPD) for a molecular structure, C16H18N2O4RuS2Se.

Structure (XYZ):
```
44
Properties=species:S:1:pos:R:3:forces:R:3
Ru 0.166 0.530 1.419 0.30 -0.11 0.08
C 2.308 -1.440 0.487 0.03 0.02 0.02
N 0.869 -1.215 0.230 -0.06 0.08 -0.10
C 0.623 -0.746 -1.162 0.16 -0.14 0.04
C -0.779 -0.193 -1.239 -0.17 0.11 0.03
N -0.871 1.037 -0.404 -0.02 -0.02 -0.05
C -2.280 1.356 -0.087 0.00 0.00 0.00
C -0.233 2.153 -1.123 -0.04 -0.05 -0.05
C -0.869 2.730 -2.217 0.00 -0.01 0.00
C -0.274 3.760 -2.925 0.01 0.01 0.01
C 0.982 4.211 -2.535 -0.01 0.00 -0.01
C 1.623 3.629 -1.461 0.01 -0.02 0.01
C 1.033 2.585 -0.734 0.05 0.04 -0.02
S 1.878 1.864 0.614 0.00 0.00 -0.02
C 0.125 -2.465 0.449 0.08 -0.05 -0.07
C 0.497 -3.612 -0.249 0.00 0.00 -0.01
C -0.189 -4.801 -0.088 0.03 -0.01 -0.03
C -1.271 -4.839 0.787 -0.02 0.00 0.02
C -1.649 -3.705 1.472 0.01 -0.01 0.00
C -0.964 -2.485 1.318 -0.04 -0.04 0.03
S -1.486 -1.081 2.182 -0.05 0.18 0.09
H 2.710 -2.240 -0.139 0.00 0.01 0.00
H 2.425 -1.700 1.538 0.00 0.00 0.00
H 2.845 -0.517 0.290 0.00 -0.01 0.00
H 0.748 -1.566 -1.876 0.00 0.01 0.01
H 1.354 0.030 -1.390 0.01 0.00 0.01
H -1.485 -0.918 -0.830 -0.01 0.00 -0.01
H -1.057 0.025 -2.275 -0.01 0.00 0.00
H -2.877 1.506 -0.991 0.00 0.01 0.00
H -2.294 2.256 0.523 0.00 0.00 0.00
H -2.692 0.531 0.489 0.00 0.00 0.01
H -1.845 2.376 -2.525 0.00 0.00 0.00
H -0.787 4.207 -3.766 0.00 0.00 0.00
H 1.461 5.022 -3.072 0.00 0.00 0.00
H 2.600 3.977 -1.150 0.00 0.00 0.00
H 1.336 -3.579 -0.933 0.00 0.00 0.00
H 0.116 -5.684 -0.634 0.00 0.00 0.00
H -1.820 -5.761 0.934 0.00 0.00 0.00
H -2.491 -3.729 2.153 0.00 0.00 0.00
O -0.543 1.956 2.560 -0.08 0.11 0.08
Se 0.546 1.747 3.901 -0.19 -0.05 0.06
O -0.287 1.521 5.252 0.01 -0.02 0.00
O 1.184 0.321 3.264 0.04 -0.03 -0.16
O 1.614 2.944 3.943 0.00 0.00 0.02
```
Forces are in eV/Å.

## Properties
⟨S²⟩: 0.75
Net charge: -1
Calculated total energy in Ha: -4323.72065
Multiplicity: 2